Model P:
120
Properties=species:S:1:pos:R:3:mulliken_charge:R:1 method="wB97M-V/def2-TZVPD" smiles="COC(=O)OC.COC(=O)OC.COC(=O)OC.COC(=O)OC.COC(=O)OC.COC(=O)OC.COC(=O)OC.COC(=O)OC.COC(=O)OC.COC(=O)OC" spin_multiplicity=1 orbital_gap_ha=0.3878
C 0.5140 4.8945 3.1621 -0.641
O -0.1178 4.4838 4.3447 -0.231
C 0.3690 4.9928 5.5415 0.759
O 1.4036 5.6201 5.7650 -0.570
O -0.5104 4.7597 6.4628 -0.300
C -0.2227 5.0029 7.8103 -0.708
H 0.2365 4.3129 2.2829 0.255
H 1.5647 4.6425 3.3064 0.260
H 0.4464 5.9321 2.8353 0.296
H -0.3533 6.0459 8.0987 0.293
H 0.8460 4.8815 7.9873 0.328
H -0.7346 4.3263 8.4946 0.262
C -1.1797 10.6936 -0.6816 -0.639
O -1.2880 9.2657 -0.5520 -0.288
C -1.5090 8.5897 -1.7263 0.766
O -1.6781 9.1250 -2.8263 -0.586
O -1.4550 7.3220 -1.4453 -0.259
C -1.6554 6.2784 -2.4060 -0.643
H -0.9719 11.1290 0.2958 0.240
H -2.0933 11.2195 -0.9589 0.285
H -0.4480 10.9287 -1.4546 0.290
H -0.9897 5.4545 -2.1486 0.230
H -1.5114 6.5188 -3.4594 0.324
H -2.6677 5.9005 -2.2626 0.280
C 6.2834 2.1344 3.3533 -0.652
O 6.9268 1.2844 4.2926 -0.329
C 8.1649 0.7786 4.2005 0.770
O 8.7516 0.7890 3.1679 -0.537
O 8.4029 0.0668 5.3572 -0.302
C 9.4677 -0.8948 5.3531 -0.586
H 5.2032 2.2743 3.3941 0.228
H 6.5389 1.7905 2.3511 0.315
H 6.8461 3.0639 3.4401 0.305
H 9.3580 -1.7253 4.6557 0.271
H 9.5039 -1.3322 6.3508 0.229
H 10.3799 -0.3130 5.2206 0.290
C 2.0124 -6.4399 2.8819 -0.574
O 1.8956 -5.3088 3.6913 -0.296
C 2.3974 -4.0954 3.4231 0.798
O 2.8127 -3.7215 2.3442 -0.582
O 2.2828 -3.3827 4.5731 -0.311
C 2.4733 -1.9140 4.6402 -0.602
H 1.5860 -7.3051 3.3896 0.221
H 3.0441 -6.5366 2.5439 0.299
H 1.3913 -6.2093 2.0163 0.253
H 3.4054 -1.6970 4.1185 0.307
H 2.4756 -1.5710 5.6748 0.220
H 1.6058 -1.3854 4.2450 0.268
C -8.7941 2.9624 0.1132 -0.539
O -7.7673 2.2749 0.8454 -0.304
C -6.4966 2.7685 0.8955 0.754
O -6.0520 3.7971 0.3480 -0.571
O -5.7976 1.7694 1.5699 -0.256
C -4.4114 2.0098 1.7746 -0.649
H -9.7059 2.4233 0.3705 0.203
H -8.5563 2.9429 -0.9504 0.239
H -8.8067 4.0187 0.3817 0.299
H -3.7482 1.1717 1.9887 0.262
H -4.1153 2.6618 2.5964 0.292
H -4.0475 2.5212 0.8835 0.273
C -2.1853 -0.0124 -2.2375 -0.681
O -0.8052 -0.0601 -2.5796 -0.319
C 0.0726 0.1689 -1.6104 0.832
O -0.2753 0.8925 -0.6352 -0.619
O 1.1766 -0.4330 -1.9116 -0.290
C 2.3575 -0.2151 -1.1510 -0.649
H -2.5455 -0.8815 -1.6871 0.267
H -2.6930 -0.0913 -3.1987 0.294
H -2.5217 0.9341 -1.8142 0.320
H 3.2267 -0.7287 -1.5618 0.228
H 2.2519 -0.4794 -0.0989 0.302
H 2.6173 0.8267 -1.3388 0.311
C 8.1390 -3.2170 0.2185 -0.592
O 8.8566 -4.2592 -0.3856 -0.292
C 9.8863 -4.8325 0.2079 0.800
O 10.3825 -4.5026 1.3315 -0.604
O 10.3795 -5.7325 -0.6960 -0.304
C 11.6821 -6.3164 -0.5233 -0.621
H 8.7323 -2.3062 0.2989 0.300
H 7.8043 -3.5377 1.2050 0.285
H 7.3602 -2.9422 -0.4929 0.215
H 11.6836 -7.3174 -0.9548 0.231
H 12.0329 -6.3310 0.5086 0.313
H 12.3994 -5.7602 -1.1268 0.268
C -8.4423 3.1137 -9.5988 -0.620
O -7.3875 3.3529 -8.6077 -0.310
C -7.7470 3.2443 -7.3426 0.800
O -8.8922 3.3158 -6.8666 -0.589
O -6.6852 3.0347 -6.6022 -0.298
C -6.6560 2.9461 -5.1920 -0.693
H -8.1096 3.2928 -10.6213 0.235
H -9.2929 3.7753 -9.4348 0.289
H -8.7254 2.0651 -9.5076 0.293
H -6.7729 3.8800 -4.6422 0.298
H -5.7206 2.5457 -4.8010 0.297
H -7.3397 2.2060 -4.7761 0.296
C -2.4258 -8.5702 0.8791 -0.733
O -2.2865 -7.1902 0.7117 -0.279
C -2.5999 -6.3563 1.6935 0.769
O -2.9184 -6.6846 2.8745 -0.615
O -2.3259 -5.0930 1.3263 -0.263
C -2.4364 -3.9271 2.1700 -0.645
H -1.9970 -8.9546 1.8045 0.327
H -1.7652 -8.9973 0.1247 0.281
H -3.3767 -9.0895 0.7596 0.306
H -1.5348 -3.3766 1.9016 0.232
H -2.4299 -4.1728 3.2319 0.325
H -3.2018 -3.1805 1.9585 0.294
C -4.1321 -5.2724 -6.9043 -0.660
O -3.1732 -5.4200 -5.9084 -0.304
C -2.4431 -4.4483 -5.3657 0.751
O -2.4559 -3.2098 -5.6870 -0.620
O -1.6440 -5.0541 -4.5364 -0.261
C -0.8841 -4.4086 -3.5332 -0.583
H -3.9560 -4.4648 -7.6148 0.322
H -5.0837 -4.9910 -6.4533 0.279
H -4.2047 -6.1823 -7.5000 0.248
H -0.4123 -5.0515 -2.7902 0.307
H -1.4613 -3.6584 -2.9928 0.212
H -0.0003 -3.8767 -3.8854 0.310

***

Model Q:
120
Properties=species:S:1:pos:R:3:mulliken_charge:R:1 method="wB97M-V/def2-TZVPD" smiles="COC(=O)OC.COC(=O)OC.COC(=O)OC.COC(=O)OC.COC(=O)OC.COC(=O)OC.COC(=O)OC.COC(=O)OC.COC(=O)OC.COC(=O)OC" spin_multiplicity=1 orbital_gap_ha=0.3946
C -3.1875 2.8334 0.4668 -0.139
O -2.9692 4.1573 0.0384 -0.477
C -1.7313 4.5924 -0.1633 0.423
O -0.7610 3.9168 -0.0051 -0.087
O -1.8259 5.8692 -0.5025 -0.414
C -0.6292 6.4812 -0.9884 -0.565
H -4.1458 2.8042 0.9817 0.290
H -2.4035 2.4409 1.1180 0.023
H -3.2704 2.1237 -0.3603 0.135
H -0.3593 6.0308 -1.9399 0.293
H 0.1909 6.3650 -0.2773 0.192
H -0.7907 7.5524 -1.0414 0.305
C -1.8958 -2.0425 3.1943 0.260
O -0.7681 -1.8097 4.0461 -0.435
C -0.4106 -0.5384 4.2063 0.721
O -0.9857 0.3902 3.7006 -0.506
O 0.6557 -0.4991 4.9949 -0.366
C 1.0091 0.7632 5.5585 -0.350
H -2.7030 -1.5385 3.7337 0.119
H -2.1882 -3.0822 3.1087 0.360
H -1.8064 -1.5585 2.2309 -0.420
H 0.3731 0.9800 6.4146 0.351
H 0.9382 1.5833 4.8481 0.023
H 2.0521 0.7008 5.8526 0.261
C -5.8107 -0.2536 -0.7415 -0.222
O -5.9850 0.3211 0.5417 -0.383
C -5.0887 0.0804 1.5096 0.519
O -4.0054 -0.4373 1.4109 -0.126
O -5.5821 0.6247 2.6303 -0.400
C -4.6554 0.8205 3.6881 -0.493
H -6.5439 0.1252 -1.4528 0.302
H -5.9645 -1.3328 -0.6939 0.344
H -4.8627 -0.0111 -1.2196 -0.228
H -5.0724 1.4150 4.4921 0.336
H -3.6629 1.1696 3.4028 0.094
H -4.4411 -0.1601 4.1333 0.257
C -2.5011 -2.5682 -0.4065 0.697
O -2.5490 -3.9245 -0.8718 -0.372
C -3.5647 -4.3094 -1.6283 0.760
O -4.5813 -3.6910 -1.7825 -0.569
O -3.2986 -5.5178 -2.1179 -0.337
C -4.3677 -6.2053 -2.7510 -0.715
H -1.6637 -1.9722 -0.7446 -0.334
H -2.3961 -2.7534 0.6609 -0.146
H -3.4689 -2.0819 -0.5021 0.147
H -3.9041 -6.7174 -3.5976 0.268
H -5.1435 -5.5966 -3.2076 0.345
H -4.8015 -6.9612 -2.1011 0.264
C 3.0206 -2.3242 2.0594 -0.357
O 1.8309 -2.1564 1.2624 -0.315
C 1.3921 -0.9274 1.1679 0.234
O 1.8261 0.0327 1.7227 0.045
O 0.3316 -0.9152 0.4108 -0.063
C -0.5859 0.1781 0.4570 0.806
H 2.7387 -2.0294 3.0669 0.192
H 3.8214 -1.6863 1.6867 0.016
H 3.3344 -3.3505 1.9128 0.264
H -0.6250 0.3983 1.5186 -0.362
H -1.4732 -0.1450 -0.0649 -0.406
H -0.2282 1.0727 -0.0566 0.042
C 5.8609 -4.2552 -0.4627 -0.589
O 6.5019 -5.4311 -0.0209 -0.306
C 7.7657 -5.2908 0.3836 0.771
O 8.3904 -4.2695 0.3911 -0.536
O 8.1538 -6.4937 0.7695 -0.317
C 9.5702 -6.6765 0.8924 -0.636
H 6.4734 -3.7939 -1.2508 0.337
H 5.7405 -3.4534 0.2689 0.209
H 4.9231 -4.4760 -0.9635 0.256
H 10.0499 -6.3490 -0.0307 0.310
H 9.7542 -7.7342 1.0236 0.219
H 9.9263 -6.0521 1.7084 0.285
C 1.3477 2.9748 2.5688 0.557
O 0.8782 4.1305 3.2277 -0.310
C 1.6139 5.2463 3.2965 0.619
O 2.7782 5.2989 3.1412 -0.500
O 0.8607 6.2602 3.6855 -0.381
C -0.5654 6.2558 3.6094 -0.313
H 0.6129 2.1763 2.6315 -0.356
H 2.3167 2.6014 2.8946 0.669
H 1.4248 3.0612 1.4854 -0.616
H -0.8199 7.3013 3.7520 0.265
H -0.9426 5.5896 4.3863 0.262
H -0.9580 5.9101 2.6676 -0.013
C 0.3578 1.4797 -3.1375 -0.906
O 0.1821 0.1347 -2.6708 0.086
C 0.7438 -0.8355 -3.3820 0.552
O 1.2118 -0.7492 -4.4599 -0.566
O 0.4208 -1.9680 -2.7606 -0.034
C 1.2531 -3.1166 -2.9346 -0.892
H 0.8497 1.6823 -4.0867 0.418
H 1.0625 1.9215 -2.4143 0.227
H -0.5652 2.0505 -3.0514 0.260
H 1.5256 -3.5560 -1.9768 0.214
H 2.0827 -2.9672 -3.6204 0.383
H 0.5943 -3.8675 -3.3921 0.328
C 2.2554 4.5765 -0.6964 -0.452
O 2.7584 3.2699 -0.6598 -0.216
C 3.7555 2.9834 0.2156 0.847
O 4.1540 3.7377 1.0565 -0.550
O 4.1145 1.7367 -0.0162 -0.329
C 4.9734 1.0612 0.9074 -0.302
H 1.7903 4.7906 -1.6566 0.252
H 3.0642 5.2922 -0.5552 0.485
H 1.4897 4.7897 0.0411 -0.168
H 5.9772 1.0981 0.4852 0.359
H 4.6494 0.0279 0.9216 -0.289
H 4.9138 1.5428 1.8787 0.320
C -3.1718 -0.0286 -3.3113 -0.843
O -2.7469 0.3628 -4.6044 -0.271
C -3.4508 -0.1892 -5.6055 0.731
O -4.5929 -0.5312 -5.5478 -0.565
O -2.6517 -0.2461 -6.6487 -0.292
C -3.1090 -0.7279 -7.9145 -0.688
H -2.3152 -0.2810 -2.6838 0.260
H -3.7731 -0.9406 -3.3236 0.546
H -3.7643 0.7267 -2.7982 0.261
H -3.4912 0.1154 -8.4851 0.286
H -3.8552 -1.5113 -7.8077 0.333
H -2.2061 -1.1217 -8.3705 0.230

***

Of them, the most stable is model Q and the least stable is model P.

***

Model P:
21
Properties=species:S:1:pos:R:3:nbo_charge:R:1 method="wB97M-V/def2-TZVPD" spin_multiplicity=1 orbital_gap_ha="0.2685 / 0.2816"
C -1.6467 -0.8947 -1.7674 -0.627
C 2.3384 0.8371 -0.0801 -0.606
C -1.2076 -0.5693 2.5800 -1.051
C -0.3942 -0.1299 -1.6415 -0.255
C 0.8368 1.3470 -0.2814 -0.240
N -0.2792 0.3992 -0.3610 -0.544
F 1.1731 -1.2544 2.0257 -0.593
P -0.2909 -1.5084 1.3010 1.194
H -2.0102 -0.8217 -2.7675 0.215
H -1.6800 -1.9333 -1.6039 0.205
H -2.2764 -0.5243 -0.9235 0.210
H 2.4716 0.7952 1.0369 0.204
H 2.4239 -0.0750 -0.4809 0.195
H 2.9994 1.5017 -0.5607 0.202
H -0.3966 -0.1571 3.3429 0.264
H -1.9356 -1.1549 3.1173 0.242
H -1.7796 0.2244 2.0713 0.267
H 0.3658 -0.8093 -2.0538 0.167
H -0.4251 0.8186 -2.3232 0.183
H 0.7731 2.0776 0.5768 0.184
H 0.9400 1.8316 -1.2068 0.187

***

Model Q:
21
Properties=species:S:1:pos:R:3:nbo_charge:R:1 method="wB97M-V/def2-TZVPD" smiles="CCNCC.C=PF" spin_multiplicity=1 orbital_gap_ha=0.3277
C 1.4467 1.5140 -2.3430 -0.632
C -0.1936 0.7630 1.9534 -0.619
C -2.8720 -1.6870 0.6005 -0.993
C 1.3427 0.3671 -1.3720 -0.216
C 0.5524 -0.2111 0.9221 -0.199
N 0.6158 0.6877 -0.1413 -0.641
F -1.2040 -3.5857 1.2398 -0.591
P -1.7088 -2.0814 1.7019 1.101
H 0.6428 1.6304 -3.1369 0.213
H 1.5693 2.3624 -1.6756 0.218
H 2.4360 1.3910 -2.8719 0.217
H -1.2594 1.1250 1.6337 0.208
H -0.2205 0.2100 2.9104 0.210
H 0.4459 1.6176 2.0432 0.227
H -3.3717 -0.7724 0.5380 0.233
H -0.2262 1.1283 -0.4644 0.357
H -2.9036 -2.2285 -0.2943 0.230
H 0.8757 -0.4907 -1.9004 0.153
H 2.3151 -0.0496 -1.1421 0.184
H 1.5872 -0.4702 1.1754 0.193
H 0.1301 -1.2202 0.6235 0.149

***

Of them, the most stable is model Q and the least stable is model P.

***

Model P:
22
Properties=species:S:1:pos:R:3:nbo_charge:R:1 method="wB97M-V/def2-TZVPD" total_charge=-1 spin_multiplicity=1 orbital_gap_ha=0.2617
C -1.2465 -2.0179 0.1835 -0.613
C -0.4310 -0.7388 -0.1271 -0.051
C 0.2239 -0.2241 1.1522 -0.438
C -0.7590 0.4834 2.1003 -0.617
N 0.4684 -0.9970 -1.2273 -0.690
C 0.9345 0.2155 -2.0083 0.140
O 1.9227 0.9042 -1.4602 -0.931
H -1.3834 -2.2212 1.2588 0.180
H -2.2239 -2.0789 -0.2842 0.196
H -0.6727 -2.8859 -0.1617 0.204
H -1.1371 -0.0344 -0.5540 0.185
H 0.6984 -1.0421 1.7021 0.180
H 0.9732 0.5028 0.8644 0.248
H -0.7871 0.2235 3.1588 0.190
H -1.7853 0.2965 1.7635 0.192
H -0.7387 1.5750 2.0563 0.202
H 1.2506 -1.5842 -0.9698 0.337
H 1.1912 -0.2980 -2.9673 0.077
H -0.0523 0.7103 -2.1884 0.076
H 1.2592 2.4225 -1.2122 0.510
H 1.1972 3.3901 -0.0596 0.439
O 1.0977 3.3987 -1.0197 -1.016

***

Model Q:
22
Properties=species:S:1:pos:R:3:nbo_charge:R:1 method="wB97M-V/def2-TZVPD" total_charge=-1 spin_multiplicity=1 orbital_gap_ha=0.2621
C -3.0594 -0.7746 1.2054 -0.613
C -2.1975 -0.2714 0.0482 -0.250
N -1.3992 0.8956 0.2618 -0.653
C 0.2429 0.5123 -1.7569 -0.616
C 0.3823 0.6536 -0.2217 -0.093
C 1.4397 -0.2461 0.4393 -0.128
O 2.4105 -0.7026 -0.4928 -0.800
H -2.4491 -0.9465 2.0906 0.199
H -3.7291 0.0468 1.4925 0.197
H -3.6553 -1.6514 0.9533 0.197
H -1.6933 -1.0717 -0.5224 0.178
H -2.9754 0.0411 -0.6826 0.163
H 0.6916 1.6960 -0.1620 0.202
H -0.4639 -0.2860 -2.0292 0.188
H 1.2471 0.3426 -2.1426 0.248
H -0.2532 1.4220 -2.0843 0.203
H -0.5160 0.7635 0.7856 0.347
H 1.0061 -1.1738 0.8261 0.158
H 2.0686 0.3808 1.1013 0.236
H 3.3185 -0.4549 -0.1147 0.529
H 5.1156 0.5917 0.1959 0.407
O 4.4685 0.2332 0.8091 -1.298

***

Model R:
22
Properties=species:S:1:pos:R:3:nbo_charge:R:1 method="wB97M-V/def2-TZVPD" total_charge=-1 spin_multiplicity=1 orbital_gap_ha=0.2814
C 1.8337 -1.2756 -1.2056 -0.404
N 1.5717 -0.1113 -0.3842 -0.640
C -2.3280 0.0848 -0.4164 -0.622
C -0.8867 -0.5091 -0.4746 -0.445
C 0.2582 0.4889 -0.6079 -0.064
C 0.1975 1.7090 0.3595 -0.035
O 0.7591 1.4985 1.6163 -0.883
H 2.8695 -1.6174 -1.1033 0.177
H 1.6663 -1.0593 -2.2571 0.169
H 1.2339 -2.1090 -0.9139 0.160
H 1.6790 -0.3357 0.5986 0.391
H -2.9634 -0.4405 -1.1184 0.187
H -2.6678 -0.0290 0.6044 0.210
H -2.2574 1.1538 -0.5661 0.203
H -0.6969 -1.0364 0.4553 0.250
H -0.8093 -1.1710 -1.2927 0.175
H 0.3130 0.9201 -1.6130 0.154
H 0.6586 2.5511 -0.1901 0.120
H -0.8443 2.0029 0.5374 0.116
H -0.2699 -0.3745 3.3266 0.431
H 0.4458 0.3474 2.0676 0.478
O 0.2375 -0.6876 2.5777 -1.125

***

Of them, the most stable is model P and the least stable is model Q.